(1)
Molecular formula: C4H6FeO2
Method: DFT, wB97M-V/def2-TZVPD

Last column: natural (NBO) charge in e.
CARTESIAN COORDINATES (ANGSTROEM)
1 O 2.475452 -0.326864 0.205842  -0.71
2 C 1.352169 -1.173699 0.035812  -0.19
3 H 3.053695 -0.470897 -0.551183  0.48
4 H 1.263945 -1.834280 0.911850  0.21
5 C 0.132841 -0.513371 -0.422504  -0.18
6 C -0.724690 0.036764 0.494170  -0.23
7 C -1.464789 1.348224 0.281567  -0.12
8 O -2.006257 1.489039 -0.991608  -0.92
9 Fe -1.519008 -0.123921 -1.930408  0.89
10 H -0.848796 -0.423081 1.493409  0.22
11 H 1.295851 -1.618548 -1.102588  0.19
12 H -0.758712 2.181756 0.508109  0.18
13 H -2.251700 1.428877 1.067532  0.16

Atomic forces in eV per Å
O -0.377 0.096 -0.176
C 0.485 -2.003 -4.709
H -0.022 0.118 0.212
H -0.283 -0.090 -0.621
C -2.845 3.387 3.682
C 0.610 0.270 -0.835
C -0.737 0.489 0.851
O 0.600 -1.289 -0.682
Fe -0.056 0.666 0.518
H 0.224 0.049 -0.465
H 2.254 -1.139 2.767
H -0.084 -0.500 -0.087
H 0.231 -0.055 -0.454

Calculated values
- orbital gap (spin up / spin down) (hartree) = 0.2423 / 0.2732
- LUMO energy (spin up / spin down) (eV) = 0.074 / -2.103
- E (eV) = -42719.95376
- 2S+1 = 7
- ΔE to the lowest compared entry with this formula, charge and spin (kcal per mole) = 6.99
- highest occupied orbital energy (spin up / spin down) (Ha) = -0.2396 / -0.3505

(2)
Molecular formula: C4H6FeO2
Method: DFT, wB97M-V/def2-TZVPD

Last column: natural (NBO) charge in e.
CARTESIAN COORDINATES (ANGSTROEM)
1 C -0.677637 -1.014718 0.299076  0.29
2 O -0.535893 -2.203490 -0.318978  -0.57
3 H -0.400000 -1.124276 1.350068  0.23
4 H -0.166252 -2.113050 -1.205048  0.53
5 C -2.229954 -0.064276 0.442963  0.14
6 C -1.528182 1.223083 0.149844  -0.63
7 H -3.091014 -0.241322 -0.216171  0.25
8 H -1.360742 1.614945 1.174596  0.31
9 H -2.047152 1.892672 -0.552881  0.30
10 C -0.213470 0.789912 -0.428476  0.42
11 O 0.848321 0.398331 0.246269  -0.71
12 Fe 2.752794 0.611583 0.018302  1.21
13 H -0.142467 0.757776 -1.525976  0.23

Atomic forces in eV per Å
C -4.340 -3.179 1.319
O 1.034 2.555 0.794
H 0.407 0.310 -0.132
H -0.645 -0.474 -0.818
C 3.527 -0.625 -3.241
C 0.221 1.428 1.539
H 0.011 -0.942 0.635
H 0.035 0.879 -0.562
H 0.030 0.035 0.682
C 0.238 -1.398 0.231
O -1.948 1.105 -0.806
Fe 1.405 0.252 0.158
H 0.027 0.054 0.201

Calculated values
- orbital gap (spin up / spin down) (hartree) = 0.1732 / 0.2972
- LUMO energy (spin up / spin down) (eV) = -11.553 / -11.595
- E (eV) = -42699.03516
- 2S+1 = 7
- net charge = +2
- ΔE to the lowest compared entry with this formula, charge and spin (kcal per mole) = 76.89
- highest occupied orbital energy (spin up / spin down) (Ha) = -0.5977 / -0.7233

(3)
Molecular formula: C4H6FeO3
Method: DFT, wB97M-V/def2-TZVPD

Last column: natural (NBO) charge in e.
CARTESIAN COORDINATES (ANGSTROEM)
1 O -1.049357 -0.294611 -1.531943  -0.65
2 O 0.409372 -0.912776 -0.025436  -0.59
3 O -1.271252 0.332966 0.531440  -0.53
4 C 1.532010 0.094447 -0.167913  -0.21
5 C 2.805438 -0.650093 0.092119  -0.73
6 C -0.787574 -0.585462 -0.352308  0.98
7 H 3.612014 0.095672 0.177417  0.22
8 H 2.808851 -1.245296 1.031310  0.22
9 H 3.115712 -1.353993 -0.710141  0.21
10 Fe 0.609819 1.681397 -0.789511  0.77
11 C -2.664036 0.635119 0.443003  -0.27
12 H -3.101333 0.306972 1.390320  0.19
13 H -3.296225 0.185127 -0.329597  0.21
14 H -2.723439 1.710533 0.241234  0.18

Atomic forces in eV per Å
O -1.169 -2.346 0.173
O 1.012 -2.704 1.383
O -1.516 -1.472 1.514
C -0.670 -0.296 -0.139
C 0.312 0.134 0.065
C 2.475 5.813 -3.416
H -0.222 -0.206 -0.011
H -0.233 0.399 -0.378
H -0.370 0.320 0.183
Fe 0.354 -0.332 0.045
C -0.673 0.631 0.315
H -0.025 0.620 0.012
H 0.972 -0.433 -0.304
H -0.248 -0.129 0.556

Calculated values
- orbital gap (spin up / spin down) (hartree) = 0.2106 / 0.2451
- LUMO energy (spin up / spin down) (eV) = -0.586 / -0.830
- E (eV) = -44768.11661
- 2S+1 = 5
- ΔE to the lowest compared entry with this formula, charge and spin (kcal per mole) = 0.75
- highest occupied orbital energy (spin up / spin down) (Ha) = -0.2321 / -0.2756

(4)
Molecular formula: C4H6GaO5
Method: DFT, wB97M-V/def2-TZVPD

Last column: natural (NBO) charge in e.
CARTESIAN COORDINATES (ANGSTROEM)
1 H 1.179325 -1.345976 1.510987  0.30
2 O 0.459574 -0.284430 -0.129282  -0.50
3 O 2.861551 -1.171285 -1.031452  0.05
4 C 1.463086 -0.532994 0.819631  -0.16
5 C 2.742813 -0.929135 0.143779  0.42
6 H 1.674575 0.355003 1.440725  0.30
7 H 3.608319 -0.978064 0.840598  0.33
8 O -1.318736 -1.161662 1.106143  -0.72
9 C -0.809688 -0.158419 0.385321  0.85
10 O -1.684209 -0.071213 -0.753072  -0.70
11 Ga -2.685700 -1.335417 0.007781  1.76
12 O -0.974847 0.968914 1.108534  -0.45
13 C -1.626691 1.423083 -1.205509  -0.25
14 H -0.741476 2.037887 -1.000347  0.28
15 H -1.557972 1.312445 -2.294827  0.24
16 H -2.589924 1.871265 -0.949010  0.24

Atomic forces in eV per Å
H 0.352 -0.087 -0.072
O 0.691 -1.026 -0.641
O 0.017 0.246 0.968
C -1.175 0.568 0.291
C 0.037 -0.163 -0.528
H 0.179 -0.083 -0.138
H 0.313 -0.184 -0.271
O 0.760 -1.464 2.148
C 1.051 4.756 1.814
O 1.797 3.572 -2.479
Ga -3.258 -2.201 -0.098
O 0.627 -2.312 0.066
C -1.580 -0.511 -2.807
H 0.043 -0.972 1.271
H -0.390 -0.074 0.171
H 0.535 -0.064 0.306

Calculated values
- orbital gap (spin up / spin down) (hartree) = 0.1798 / 0.1721
- LUMO energy (spin up / spin down) (eV) = -12.940 / -13.142
- E (eV) = -66831.08056
- 2S+1 = 2
- net charge = +2
- ΔE to the lowest compared entry with this formula, charge and spin (kcal per mole) = 121.37
- highest occupied orbital energy (spin up / spin down) (Ha) = -0.6553 / -0.6550

(5)
Molecular formula: C4H6I2
Method: DFT, wB97M-V/def2-TZVPD

Last column: natural (NBO) charge in e.
CARTESIAN COORDINATES (ANGSTROEM)
1 C -0.923492 -0.888803 0.508727  -0.06
2 C 0.804463 0.581242 -0.896304  -0.16
3 C -0.290807 -1.746536 1.522943  -0.80
4 C 0.213863 1.943683 -1.096629  -0.82
5 I -1.990004 -1.673146 -1.113960  0.18
6 I 2.742635 0.573211 -0.334168  0.21
7 H -0.792761 -2.612026 1.842544  0.23
8 H 0.514004 -1.994554 0.892767  0.26
9 H -0.034022 -1.072038 2.401742  0.24
10 H 0.154140 2.128062 -2.249654  0.24
11 H 0.533341 2.899737 -0.657866  0.24
12 H -0.931361 1.861166 -0.820142  0.24

Atomic forces in eV per Å
C 0.156 1.200 -1.807
C -1.543 0.378 1.607
C -0.239 2.894 0.612
C -3.563 -0.330 -1.942
I 0.238 0.136 0.634
I 0.660 -0.410 0.211
H -0.948 -1.115 0.279
H 2.118 -0.842 -0.029
H 0.150 -1.044 -1.041
H 0.239 -0.253 1.733
H 0.684 -0.732 0.246
H 2.050 0.117 -0.503

Calculated values
- orbital gap (spin up / spin down) (hartree) = 0.2257 / 0.2267
- LUMO energy (spin up / spin down) (eV) = -0.937 / -1.713
- E (eV) = -20438.44386
- 2S+1 = 3
- ΔE to the lowest compared entry with this formula, charge and spin (kcal per mole) = 110.18
- highest occupied orbital energy (spin up / spin down) (Ha) = -0.2601 / -0.2897

(6)
Molecular formula: C4H6IN
Method: DFT, wB97M-V/def2-TZVPD

Last column: natural (NBO) charge in e.
CARTESIAN COORDINATES (ANGSTROEM)
1 C 0.160681 2.158012 -0.081142  -0.24
2 C 0.600251 0.931652 -0.001628  0.17
3 C -0.779028 1.099673 0.536013  -0.45
4 C 0.652702 -1.413238 -0.275950  -0.42
5 N 1.316205 -0.135669 -0.354611  -0.52
6 I 3.428100 0.040309 -0.035835  0.25
7 H 0.456852 3.107218 0.041344  0.21
8 H -1.087498 1.112311 1.639210  0.17
9 H -1.659690 0.863513 0.043235  0.18
10 H 1.139872 -2.262053 -0.723213  0.23
11 H 0.218500 -1.501302 0.784974  0.20
12 H -0.248215 -1.132647 -0.954579  0.22

Atomic forces in eV per Å
C -0.377 -3.428 0.861
C -1.559 -0.313 -0.511
C 0.441 1.662 2.295
C -3.312 1.570 0.522
N 3.080 0.297 -0.249
I -1.288 -0.272 -0.133
H 0.704 3.287 0.110
H 1.224 -0.031 -1.051
H -1.319 -0.686 -1.696
H 0.547 -0.053 0.266
H 0.782 -0.772 -1.518
H 1.078 -1.261 1.104

Calculated values
- orbital gap (hartree) = 0.2713
- LUMO energy (eV) = -0.723
- E (eV) = -13831.45763
- ΔE to the lowest compared entry with this formula, charge and spin (kcal per mole) = 85.34
- highest occupied orbital energy (Ha) = -0.2978

(7)
Molecular formula: C4H6IN2
Method: DFT, wB97M-V/def2-TZVPD

Last column: natural (NBO) charge in e.
CARTESIAN COORDINATES (ANGSTROEM)
1 C -0.606068 -1.708526 -1.154765  0.02
2 C 1.836858 0.023631 1.703660  0.49
3 C -0.948613 0.931911 -0.144049  -0.50
4 C 0.397296 0.292328 -0.331710  0.00
5 N 0.391771 -1.147698 -0.717033  -0.40
6 N 1.206787 0.391525 0.803937  -0.17
7 I -0.796559 2.646505 1.255857  0.14
8 H -1.577712 -1.301108 -1.039250  0.16
9 H -0.551140 -2.801343 -1.232112  0.22
10 H 2.490978 0.028637 2.519735  0.29
11 H -1.577040 0.238458 0.268463  0.22
12 H 1.034294 0.976511 -0.883026  0.27
13 H -1.300850 1.429170 -1.049708  0.27

Atomic forces in eV per Å
C -1.836 -2.059 1.104
C -1.724 2.015 -2.901
C 1.424 2.984 0.028
C -0.626 0.045 -1.454
N 3.901 2.389 0.536
N 1.775 -2.932 4.579
I -0.262 -0.684 -0.609
H -1.205 0.587 -0.875
H 0.080 0.345 -0.696
H 0.766 -0.434 1.057
H -1.998 -1.325 1.028
H -0.258 -0.359 -1.898
H -0.038 -0.571 0.102

Calculated values
- orbital gap (hartree) = 0.3064
- LUMO energy (eV) = -5.262
- E (eV) = -15315.46243
- net charge = +1
- ΔE to the lowest compared entry with this formula, charge and spin (kcal per mole) = 86.15
- highest occupied orbital energy (Ha) = -0.4998

(8)
Molecular formula: C4H6IN2
Method: DFT, wB97M-V/def2-TZVPD

Last column: natural (NBO) charge in e.
CARTESIAN COORDINATES (ANGSTROEM)
1 C -0.964243 1.355398 1.344574  -0.24
2 C -1.288345 0.463297 0.440796  0.02
3 C 0.388266 0.451169 1.567373  0.24
4 C 0.437672 -1.187968 -0.579994  -0.07
5 N -0.066871 -0.366896 0.638174  -0.39
6 N 0.467574 -0.230061 -1.661428  -0.84
7 I 2.242306 0.460067 2.530972  0.42
8 H -1.457328 2.244678 1.777887  0.28
9 H -2.019506 0.292925 -0.455800  0.27
10 H -0.321789 -2.062024 -0.832129  0.25
11 H 1.523258 -1.489591 -0.432364  0.25
12 H -0.230823 -0.072911 -2.357029  0.40
13 H 1.289829 0.141918 -1.981032  0.39

Atomic forces in eV per Å
C 0.329 0.431 1.350
C -1.102 -0.231 -2.575
C -0.774 0.010 -0.972
C 0.367 0.184 -1.595
N 0.566 -0.775 -0.212
N -1.931 -1.137 1.216
I -1.333 0.042 -0.652
H 0.770 -0.739 -0.186
H 1.267 0.387 2.284
H 1.740 1.809 1.129
H -1.705 -0.114 0.371
H -0.766 -0.628 0.131
H 2.572 0.762 -0.289

Calculated values
- orbital gap (hartree) = 0.3078
- LUMO energy (eV) = -5.552
- E (eV) = -15314.85531
- net charge = +1
- ΔE to the lowest compared entry with this formula, charge and spin (kcal per mole) = 100.15
- highest occupied orbital energy (Ha) = -0.5118

no.,largest force on an atom (eV Å⁻¹)
1,5.755
2,5.539
3,7.183
4,5.198
5,4.071
6,3.702
7,5.720
8,2.811